[1]
C36H28HfN7O2S | the ωB97M-V functional and the def2-TZVPD basis

Each line ends with the Mulliken charge.
Positions of all 75 atoms, in Å:
Hf1 -0.92490 0.94108 -0.87647  1.654
C1 -5.42244 1.18721 -1.71652  -0.829
C2 -5.59640 2.56391 -1.75237  -0.603
C3 -4.50140 3.40815 -1.55003  -0.869
C4 -3.23450 2.86591 -1.31227  0.875
N1 -3.07681 1.48192 -1.27944  -0.439
C5 -4.15377 0.69720 -1.47854  -0.268
C6 -2.02564 3.76366 -1.08887  0.573
C7 -1.99457 5.14555 -1.08636  -0.648
C8 -0.76930 5.79597 -0.85931  -0.966
C9 0.41031 5.06386 -0.63738  -0.559
C10 0.35141 3.68246 -0.64493  0.355
N2 -0.85692 3.14216 -0.86914  0.628
C11 1.50410 2.70791 -0.42739  1.311
C12 2.80143 3.17183 -0.18640  -0.683
C13 3.84493 2.26336 0.01055  -0.811
C14 3.59048 0.89964 -0.03358  -0.869
C15 2.29528 0.48661 -0.27431  -0.398
N3 1.26646 1.33478 -0.46837  -0.316
H1 -6.25570 0.51130 -1.87041  0.430
H2 -6.58123 2.98398 -1.93715  0.433
H3 -4.66479 4.47860 -1.58313  0.375
H4 -3.95802 -0.37007 -1.43936  0.444
H5 -2.88241 5.74187 -1.25358  0.464
H6 -0.73320 6.88311 -0.85518  0.449
H7 1.33504 5.60002 -0.46600  0.456
H8 3.02880 4.23036 -0.14657  0.411
H9 4.85270 2.62365 0.19776  0.457
H10 4.38241 0.17497 0.11602  0.558
H11 2.03700 -0.56692 -0.31998  0.571
C16 4.57139 -2.13200 3.91478  -0.666
O1 3.59775 -2.83432 4.59499  -0.448
C17 2.56507 -3.50850 4.02574  0.668
C18 1.64573 -4.14880 4.86387  -0.634
C19 0.56036 -4.84756 4.32840  -0.112
C20 0.36456 -4.91256 2.94199  -0.329
C21 1.30385 -4.28819 2.09555  -0.213
C22 2.38815 -3.58898 2.63079  -0.374
N4 -0.76683 -5.63562 2.45655  -0.353
N5 -1.38529 -5.42154 1.37535  -0.594
C23 -1.26969 -4.25292 0.57333  -0.098
C24 -1.05080 -4.42019 -0.80765  -0.590
C25 -0.89207 -3.31571 -1.65480  -0.934
C26 -0.95767 -2.02563 -1.13063  0.620
O2 -0.79809 -0.94794 -1.89355  -0.511
C27 -1.20328 -1.84922 0.24080  0.429
N6 -1.27020 -0.54810 0.71656  -0.279
C28 -1.50816 -0.24577 1.97006  0.058
C29 -1.72972 -1.34620 2.94352  -1.077
C30 -1.66829 -2.62792 2.53195  -0.747
C31 -1.37284 -2.93964 1.10326  0.334
H12 5.27492 -1.68554 4.64690  0.240
H13 4.10967 -1.31275 3.32283  0.223
H14 5.14016 -2.81221 3.24576  0.318
H15 1.77079 -4.10178 5.93847  0.441
H16 -0.14150 -5.33119 4.99614  0.482
H17 1.21582 -4.33804 1.02050  0.477
H18 3.08364 -3.11628 1.95050  0.432
H19 -0.98332 -5.41769 -1.22376  0.438
H20 -0.71013 -3.46720 -2.71111  0.553
H21 -1.55174 0.78996 2.29681  0.622
H22 -1.94582 -1.11641 3.98183  0.437
H23 -1.84778 -3.41470 3.25429  0.612
S1 -1.88796 1.38206 -3.28019  -0.452
C32 -0.20205 1.43440 -3.55354  0.967
C33 0.27942 1.67034 -4.83302  -0.813
C34 1.65869 1.70757 -5.02627  -0.303
C35 2.50097 1.50865 -3.93924  -1.191
C36 1.92077 1.28018 -2.70104  -0.013
N7 0.59046 1.23853 -2.48347  -0.007
H24 -0.40023 1.82237 -5.66401  0.493
H25 2.06137 1.89007 -6.01573  0.414
H26 3.57686 1.53040 -4.05038  0.492
H27 2.52780 1.11836 -1.81729  0.341
H28 -1.23308 1.68417 0.91287  -0.542

Atoms 1-2, force components in eV/Å:
Hf -0.3 -1.2 -1.0
C -0.1 0.5 -0.1

Output
* orbital gap: 5.950 eV
* LUMO level: -3.6 eV
* charge: +1

[2]
C36H29F11N9O3Re | the ωB97M-V functional and the def2-TZVPD basis

Each line ends with the Mulliken spin population.
Positions of all 89 atoms, in Å:
Re1 -0.38900 1.85830 2.28421  0.852
C1 -1.08674 0.17848 4.74281  0.013
N1 -1.25804 1.55632 4.19746  -0.026
C2 -0.55985 2.48551 5.13133  0.014
C3 -0.45149 3.84894 4.52191  -0.006
N2 -0.09772 3.61957 3.11198  -0.032
C4 0.39703 4.69963 2.35378  -0.003
C5 0.10541 6.04014 2.60351  0.005
F1 -0.71592 6.38351 3.60613  0.000
C6 0.58783 7.07183 1.81864  -0.001
F2 0.24601 8.32545 2.10129  0.000
C7 1.39542 6.80978 0.73471  0.003
F3 1.85413 7.79697 -0.02525  0.000
C8 1.72224 5.49826 0.45698  -0.004
F4 2.51490 5.21035 -0.57263  0.000
C9 1.23992 4.48617 1.25690  0.009
F5 1.67038 3.24078 0.96660  0.007
C10 -2.72104 1.84201 4.03842  -0.011
C11 -3.02425 2.77886 2.88576  0.003
N3 -2.18921 2.43284 1.72619  -0.012
C12 -2.69018 2.42019 0.42341  -0.006
C13 -4.01992 2.40624 0.00616  -0.003
F6 -5.03734 2.43085 0.87642  0.000
C14 -4.37783 2.35217 -1.33195  0.002
F7 -5.66681 2.31906 -1.65439  0.000
C15 -3.42627 2.32431 -2.32753  -0.002
F8 -3.77395 2.25936 -3.60819  0.000
C16 -2.09875 2.38531 -1.95688  0.004
F9 -1.13357 2.39632 -2.88085  0.000
C17 -1.77201 2.44732 -0.62379  0.013
F10 -0.46553 2.62313 -0.31232  0.013
H1 -1.58793 0.11516 5.71190  0.000
H2 -0.02641 -0.02461 4.86936  0.003
H3 -1.52530 -0.52931 4.04788  -0.002
H4 0.43970 2.08042 5.27568  -0.003
H5 -1.08376 2.50581 6.08960  0.000
H6 0.32854 4.41323 5.03683  0.000
H7 -1.37685 4.41105 4.62434  -0.001
H8 -3.12859 2.22675 4.97721  0.000
H9 -3.18187 0.89098 3.79987  0.003
H10 -2.82245 3.82284 3.13708  0.001
H11 -4.08329 2.68799 2.68253  -0.003
F11 -0.79820 -0.96877 -3.80870  0.000
C18 0.04678 -1.36938 -2.83756  -0.002
C19 0.00749 -0.72911 -1.64215  0.003
C20 0.81222 -1.16758 -0.58911  -0.009
C21 0.74415 -0.51552 0.69317  0.032
O1 -0.19057 0.30698 0.89525  0.037
C22 1.69264 -0.88352 1.66218  -0.006
C23 2.45261 -1.99971 1.43355  0.003
N4 2.39583 -2.72626 0.30502  0.001
C24 3.08785 -4.00100 0.23606  0.000
C25 2.87751 -4.97122 1.35495  -0.001
C26 2.26141 -5.23144 0.01540  0.000
C27 1.63973 -2.27097 -0.77313  0.000
C28 1.69602 -2.88906 -2.02211  0.004
C29 0.89994 -2.45872 -3.06589  0.000
N5 0.99786 -3.11190 -4.31905  0.000
C30 0.92520 -4.56754 -4.35643  0.000
C31 2.00299 -5.06813 -5.32756  0.000
N6 2.28061 -3.95514 -6.30561  0.000
C32 0.99391 -3.30842 -6.73609  0.000
C33 0.43903 -2.52158 -5.53447  0.000
C34 1.88012 -0.13662 2.94538  0.032
O2 2.53674 -0.61695 3.83612  0.011
O3 1.31392 1.06288 3.02231  0.052
H12 -0.68360 0.08925 -1.48871  0.002
H13 3.12053 -2.34966 2.20938  0.001
H14 4.07371 -3.94662 -0.20811  0.000
H15 2.21806 -4.67805 2.16176  0.000
H16 3.72451 -5.56481 1.66879  0.000
H17 1.18804 -5.10013 -0.07660  0.000
H18 2.67447 -6.01952 -0.60172  0.000
H19 2.37232 -3.72024 -2.16971  0.001
H20 -0.06773 -4.89287 -4.68550  0.000
H21 1.08641 -4.98886 -3.36959  0.000
H22 1.67163 -5.94079 -5.88551  0.000
H23 2.93794 -5.30308 -4.82482  0.000
H24 2.82174 -4.29064 -7.09949  0.000
H25 2.82371 -3.24430 -5.81328  0.000
H26 0.32674 -4.10500 -7.05543  0.000
H27 1.18410 -2.65590 -7.58326  0.000
H28 -0.65133 -2.55261 -5.57144  0.000
H29 0.74695 -1.48072 -5.59225  0.000
N7 -2.65418 -0.53396 2.05153  0.005
C35 -2.69990 -1.19742 1.08993  0.000
N8 -2.75723 -1.92995 0.02092  0.001
C36 -1.94902 -2.89351 -0.33618  0.000
N9 -1.23332 -3.73019 -0.72533  0.000

Atoms 1-2, force components in eV/Å:
Re -0.6 1.4 0.2
C 0.0 0.0 -0.1

Output
* orbital gap (spin up / spin down): 6.366 / 6.396 eV
* ⟨S²⟩: 0.757
* multiplicity: 2
* LUMO level (spin up / spin down): -3.2 / -3.2 eV
* charge: +1

[3]
C36H29N5O9PV | the ωB97M-V functional and the def2-TZVPD basis

Each line ends with the Mulliken spin population.
Positions of all 81 atoms, in Å:
V1 -2.14323 -0.89115 -0.69891  2.066
O1 -1.22075 -2.76508 6.07432  0.001
C1 -2.22509 -3.02343 5.38097  0.001
O2 -3.25393 -3.66483 5.65515  0.001
C2 -2.17535 -2.44997 3.93900  0.004
C3 -1.07868 -1.70817 3.51542  0.007
C4 -1.03068 -1.23347 2.21946  0.059
N1 -2.00577 -1.47056 1.33992  -0.070
C5 -3.08799 -2.15241 1.74733  0.051
C6 -3.20687 -2.65483 3.02881  0.000
C7 -4.15899 -2.31367 0.68450  0.006
O3 -5.21414 -2.85671 0.92902  0.002
O4 -3.80746 -1.83196 -0.47863  -0.013
H1 -0.27846 -1.52408 4.22030  0.000
H2 -0.20922 -0.63628 1.84472  -0.048
H3 -4.08890 -3.20716 3.31902  0.000
C8 4.35395 -3.51152 1.03750  0.000
C9 4.54604 -2.97713 -0.23029  0.000
C10 3.53438 -2.25259 -0.84227  0.000
C11 2.31506 -2.04426 -0.19609  0.009
C12 2.13540 -2.58809 1.07426  -0.002
C13 3.14433 -3.31927 1.68708  0.000
P1 0.88829 -1.17994 -0.97112  -0.002
C14 1.68879 -0.02185 -2.13741  -0.003
C15 2.84447 0.68569 -1.80187  -0.002
C16 3.29244 1.72847 -2.59996  0.000
C17 2.58158 2.09209 -3.73595  0.000
C18 1.43038 1.39623 -4.07751  0.001
C19 0.99155 0.34060 -3.29066  -0.001
C20 0.11751 -2.49084 -1.95803  -0.082
C21 0.77701 -3.40732 -2.77956  -0.011
C22 0.04170 -4.39027 -3.41466  0.018
C23 -1.33959 -4.45131 -3.21856  -0.015
C24 -1.97920 -3.53233 -2.40303  -0.008
C25 -1.26553 -2.51672 -1.74426  0.012
H4 5.14492 -4.07670 1.51524  0.000
H5 5.48704 -3.12808 -0.74604  0.000
H6 3.69436 -1.84018 -1.83123  0.000
H7 1.19171 -2.45363 1.58765  0.005
H8 2.97864 -3.73381 2.67347  0.000
H9 3.39590 0.42716 -0.90463  0.000
H10 4.18965 2.26937 -2.32218  0.000
H11 2.91643 2.92437 -4.34273  0.000
H12 0.84327 1.68845 -4.93876  0.000
H13 0.06982 -0.16601 -3.54452  0.001
H14 1.85314 -3.35890 -2.91165  0.000
H15 0.53438 -5.11342 -4.05466  0.002
H16 -1.91256 -5.22906 -3.71298  -0.001
H17 -3.05346 -3.59563 -2.26553  0.000
O5 -3.69954 4.61270 -2.96574  -0.001
C26 -3.37306 3.55158 -2.49640  0.000
C27 -2.62358 2.43399 -3.21591  0.002
O6 -2.20747 2.47251 -4.36055  0.004
C28 -2.49738 1.39322 -2.21749  0.027
C29 -3.06157 1.74614 -0.98394  0.002
O7 -2.96587 0.93280 -0.00690  0.011
C30 -3.58540 3.11631 -1.04427  0.004
O8 -4.02078 3.81448 -0.15274  -0.004
O9 -1.89611 0.23690 -2.28852  -0.027
C31 0.11645 2.66383 -0.00492  0.018
N2 0.61517 3.99205 0.38115  0.000
C32 1.92966 3.81523 0.99339  0.000
N3 1.89682 2.93440 2.16792  0.000
C33 1.35395 1.63799 1.73527  0.004
N4 0.02460 1.75893 1.14443  -0.022
C34 -0.87411 2.35848 2.13506  0.004
N5 -0.39279 3.67681 2.57725  0.000
C35 -0.29620 4.53605 1.39364  0.000
C36 0.94886 3.50984 3.13098  0.000
H18 0.78882 2.23318 -0.74968  -0.005
H19 -0.87225 2.77444 -0.44885  -0.004
H20 2.31462 4.79226 1.30016  0.000
H21 2.60789 3.38583 0.25134  0.000
H22 1.30503 0.97424 2.60350  0.001
H23 2.03088 1.19954 0.99724  -0.001
H24 -0.94040 1.69536 3.00144  0.001
H25 -1.86765 2.45597 1.69589  -0.001
H26 0.06619 5.52166 1.70031  0.000
H27 -1.28995 4.64466 0.95493  0.000
H28 0.89277 2.85300 4.00234  0.000
H29 1.32612 4.48579 3.45021  0.000

Atoms 1-2, force components in eV/Å:
V -0.1 -0.2 0.3
O 0.0 0.0 0.0

Output
* orbital gap (spin up / spin down): 7.109 / 7.199 eV
* ⟨S²⟩: 2.013
* multiplicity: 3
* LUMO level (spin up / spin down): 3.9 / 3.9 eV
* charge: -2

[4]
C36H30BiN6O5S2 | the ωB97M-V functional and the def2-TZVPD basis

Each line ends with the Mulliken charge.
Positions of all 80 atoms, in Å:
Bi1 -0.40214 -0.76936 0.17446  2.285
O1 -1.32674 -2.33320 -1.31465  -0.538
C1 -2.36592 -3.13611 -0.71573  -0.549
C2 -1.84631 -3.65156 0.62804  -0.866
N1 -1.51633 -2.58113 1.62166  0.534
C3 -2.61798 -2.00467 2.32413  -0.749
C4 -3.31558 -0.83536 1.63187  0.306
O2 -4.44557 -0.49872 1.97528  -0.691
O3 -2.68333 -0.27227 0.59417  -0.204
C5 -0.48023 -3.11147 2.50754  -0.751
C6 0.95198 -3.01163 1.99761  0.477
O4 1.86562 -3.59553 2.53060  -0.657
O5 1.06395 -2.21383 0.92553  -0.325
H1 -1.53911 -1.93103 -2.18935  0.323
H2 -2.56147 -4.00833 -1.31202  0.530
H3 -3.30162 -2.54636 -0.64434  0.283
H4 -0.93108 -4.19743 0.38227  0.384
H5 -2.58043 -4.37446 1.00819  0.384
H6 -2.20974 -1.66139 3.27384  0.323
H7 -3.38498 -2.76401 2.58924  0.306
H8 -0.60233 -4.20566 2.75651  0.306
H9 -0.47944 -2.59707 3.48525  0.289
N2 0.62308 0.88557 3.82045  0.039
C7 1.82541 0.44154 3.29823  0.650
C8 2.67199 -0.29077 4.20159  -0.692
C9 3.97593 -0.56631 3.81220  -0.643
C10 4.33675 -0.29420 2.50091  -0.613
C11 3.39106 0.33963 1.67078  -0.389
N3 2.16481 0.69324 2.03763  -0.219
C12 -0.31113 1.79631 3.30822  0.617
C13 -1.36747 2.10054 4.20331  -0.636
C14 -2.36773 2.95110 3.81207  -0.491
C15 -2.30471 3.45409 2.49576  -0.539
C16 -1.26569 3.04295 1.67298  -0.447
N4 -0.29578 2.18378 2.05189  -0.224
H10 0.48343 0.62056 4.79051  0.179
H11 2.33614 -0.47447 5.21385  0.383
H12 4.69395 -1.06351 4.43116  0.440
H13 5.34860 -0.38442 2.16704  0.482
H14 3.64425 0.47765 0.62487  0.513
H15 -1.34349 1.62854 5.20175  0.330
H16 -3.15541 3.24249 4.50318  0.437
H17 -3.04735 4.18060 2.15037  0.422
H18 -1.21529 3.35404 0.62904  0.463
S1 5.91005 -1.85853 -3.54418  -0.153
C17 6.74482 -3.05147 -2.61516  -0.309
C18 6.05862 -3.45597 -1.51330  -0.816
C19 4.82800 -2.70411 -1.33939  -0.226
C20 4.61911 -1.79523 -2.34511  0.001
C21 3.41861 -1.03014 -2.51145  1.089
C22 2.31944 -1.31421 -1.66352  -0.249
N5 1.16167 -0.67163 -1.72465  0.014
C23 1.03270 0.37378 -2.61445  -0.125
C24 2.08955 0.73065 -3.51671  0.510
C25 1.90104 1.85622 -4.38530  -1.021
C26 0.71157 2.50285 -4.46481  -1.074
C27 -0.41785 2.13021 -3.63558  0.678
C28 -1.62823 2.79843 -3.60896  -0.767
C29 -2.60875 2.48391 -2.65457  0.829
C30 -2.37082 1.35791 -1.84074  -0.980
N6 -1.26008 0.63590 -1.88562  0.187
C31 -0.25429 1.01716 -2.71336  -0.358
C32 -3.87915 3.18092 -2.52670  0.009
C33 -4.73511 2.99595 -1.43609  -0.328
C34 -5.92444 3.76167 -1.51412  -0.853
C35 -5.94242 4.50640 -2.65190  -0.239
S2 -4.64369 4.21390 -3.71219  -0.148
C36 3.29838 0.00691 -3.41057  -0.907
H19 7.68503 -3.42165 -2.96164  0.456
H20 6.41464 -4.22362 -0.85575  0.417
H21 4.12185 -2.87622 -0.48860  0.509
H22 2.48045 -2.04218 -0.83948  -0.266
H23 2.75954 2.23519 -4.96564  0.388
H24 0.59665 3.32912 -5.13766  0.469
H25 -1.77407 3.61083 -4.32845  0.427
H26 -3.13096 0.96316 -1.18773  0.599
H27 -4.48398 2.35050 -0.59418  0.518
H28 -6.65524 3.86358 -0.71784  0.387
H29 -6.72897 5.22444 -2.91903  0.412
H30 4.17373 0.29699 -4.00349  0.459

Atoms 1-2, force components in eV/Å:
Bi -0.6 1.1 1.0
O 0.3 0.2 -0.3

Output
* orbital gap: 6.625 eV
* LUMO level: -3.5 eV
* charge: +1

Ordered relative energy (zero: lowest compared OMol25 entry of this formula, charge and spin) results: 0.000 2.457 0.101 0.000; unit eV.